A gas-phase ion, C21H30NO2 (charge +1), computed with the ωB97M-V functional and the def2-TZVPD basis.

Geometry as XYZ:
```
54
C21H30NO2, DFT the ωB97M-V functional and the def2-TZVPD basis
C 2.2447 2.2981 -0.3773
C 1.7454 0.8912 -0.5023
C 0.4352 0.6806 -0.9010
C -0.0745 -0.6003 -1.0611
O -1.4092 -0.6787 -1.4615
C -1.8884 -1.9194 -1.9644
C -3.2140 -1.6542 -2.6851
O -4.1849 -1.1430 -1.7935
C -4.4689 0.2386 -1.8431
C -4.4503 0.7716 -0.4095
N -3.0647 0.7666 0.1207
C -2.9517 0.4602 1.5737
C -1.5106 0.5275 2.0018
C -0.7573 -0.6314 2.1315
C 0.5682 -0.5598 2.5207
C 1.1504 0.6700 2.7734
C 0.4065 1.8304 2.6389
C -0.9190 1.7604 2.2518
C 0.7296 -1.6959 -0.8151
C 2.0376 -1.4848 -0.4130
C 2.5665 -0.2144 -0.2429
C 4.0147 -0.0425 0.1499
C 4.8897 -0.1635 -1.1028
C 4.4705 -1.0462 1.2103
H 2.5550 2.5096 0.6444
H 1.4681 3.0072 -0.6520
H 3.1012 2.4614 -1.0281
H -0.1991 1.5270 -1.1239
H -2.0519 -2.6224 -1.1389
H -1.1713 -2.3459 -2.6710
H -3.5955 -2.6030 -3.0707
H -3.0518 -0.9710 -3.5240
H -3.7467 0.7763 -2.4679
H -5.4715 0.3878 -2.2636
H -4.8760 1.7737 -0.3561
H -5.0545 0.0947 0.1971
H -2.6113 1.6695 -0.0519
H -2.4883 0.0607 -0.4314
H -3.5537 1.1850 2.1277
H -3.3570 -0.5392 1.7403
H -1.2127 -1.5934 1.9485
H 1.1422 -1.4659 2.6307
H 2.1813 0.7254 3.0860
H 0.8533 2.7902 2.8459
H -1.5014 2.6675 2.1679
H 0.3653 -2.7035 -0.9328
H 2.6576 -2.3482 -0.2352
H 4.1486 0.9589 0.5652
H 5.9339 -0.0034 -0.8476
H 4.6000 0.5705 -1.8512
H 4.7885 -1.1538 -1.5405
H 3.7753 -1.0697 2.0463
H 5.4494 -0.7585 1.5858
H 4.5571 -2.0488 0.8010
```

Output
Lowest unoccupied orbital energy: -2.369 eV
SMILES: Cc1cc(OCCOCC[NH2+]Cc2ccccc2)ccc1C(C)C
E: -1023.217798 hartree
Charge: +1
Gap between HOMO and LUMO: 8.9 eV
Maximum force: 0.85 eV/A
HOMO level: -11.27 eV



A molecular structure, C21H31AlO3 in a non-equilibrium geometry, computed with the ωB97M-V functional and the def2-TZVPD basis.

Geometry as XYZ:
```
56
C21H31AlO3, DFT the ωB97M-V functional and the def2-TZVPD basis
O -0.5470 0.0564 0.3942
C -1.7968 0.3776 -0.3825
C -2.6645 -0.4750 0.5147
H -1.6662 -0.0153 -1.3852
H -1.9800 1.4472 -0.3766
C -1.3846 -0.7763 1.3038
H -3.0784 -1.3492 0.0205
H -3.4122 0.1146 1.0529
C -0.8952 -2.2024 1.2469
H -0.9543 -2.5549 0.2136
H -1.5298 -2.8377 1.8763
H 0.1359 -2.2711 1.6208
C -1.4773 -0.2069 2.7072
H -2.0025 0.7575 2.7096
H -0.5008 -0.0821 3.1937
H -2.0632 -0.9090 3.3204
Al 1.2726 1.0529 0.5035
C 1.0874 3.2878 2.4134
C 1.6489 3.0945 1.1208
C 0.5323 2.9281 0.1784
H 2.6679 3.3388 0.8221
C -0.6799 3.0043 0.9810
C -0.3230 3.1945 2.3172
H -1.0368 3.3395 3.1277
H 1.6372 3.5238 3.3196
H 0.6206 3.1128 -0.8934
H -1.6992 3.0564 0.5898
C 3.9355 1.0953 2.2312
C 2.7615 0.8525 2.9756
C 1.9261 -0.0575 2.2699
H 2.5354 1.2754 3.9573
C 2.6127 -0.3549 0.9874
C 3.8635 0.3775 1.0232
H 4.6513 0.3148 0.2780
H 4.7694 1.7168 2.5511
H 1.2070 -0.7348 2.7370
H 2.4213 -1.2395 0.3725
O -1.5056 -2.0241 -2.0576
C -2.4965 -3.0871 -1.9189
C -3.0263 -3.5154 -3.2969
H -3.3191 -2.7353 -1.2710
H -2.0186 -3.9474 -1.4137
C -2.2321 -2.6658 -4.3060
H -4.1016 -3.3262 -3.3889
H -2.8443 -4.5778 -3.4546
C -1.2324 -1.8547 -3.4695
H -2.8980 -1.9954 -4.8550
H -1.7081 -3.3194 -5.0122
H -1.2896 -0.7802 -3.6980
H -0.2060 -2.1946 -3.6627
C 3.4006 2.0974 -1.6138
C 2.2416 1.1978 -1.3600
O 1.6116 0.4833 -2.1207
H 4.1452 2.0071 -0.8181
H 3.0163 3.1241 -1.5927
H 3.8682 1.8615 -2.5834
```

Output
Lowest unoccupied orbital energy: 0.548 eV
E: -1286.808191 hartree
Gap between HOMO and LUMO: 6.7 eV
Maximum force: 3.92 eV/A
HOMO level: -6.17 eV



A molecular structure, C21H31AsN4O2PdS2, computed with the ωB97M-V functional and the def2-TZVPD basis.

Geometry as XYZ:
```
62
C21H31AsN4O2PdS2, DFT the ωB97M-V functional and the def2-TZVPD basis
Pd -0.0890 0.5667 0.3708
S -2.9824 3.5089 1.9839
C -3.9577 2.2682 1.3909
C -3.2323 1.2360 0.8691
C -1.8310 1.4617 0.9364
C -1.5648 2.6782 1.5241
C -0.2322 3.1226 1.8394
C 0.0985 4.3454 2.4026
C 1.4122 4.5894 2.7434
C 2.3541 3.5939 2.5224
C 1.9578 2.4172 1.9295
N 0.6856 2.1763 1.5643
H -5.0323 2.3453 1.4511
H -3.7367 0.3949 0.4528
H -0.6716 5.0823 2.5868
H 1.6946 5.5318 3.1932
H 3.3874 3.7184 2.8124
H 2.6680 1.6272 1.7812
C 1.9340 -2.3798 -1.9307
O 0.9361 -1.3662 -1.5354
C 0.5626 -1.3679 -0.2990
O 0.6926 -2.0674 0.6360
H 2.8263 -1.8265 -2.2054
H 1.5109 -2.8938 -2.7874
H 2.1195 -3.0606 -1.1064
C 4.9483 -1.6011 0.8478
C 3.7697 -0.6894 1.1821
C 3.3042 0.1529 0.0330
N 2.0806 0.5053 -0.1976
N 1.8758 1.3661 -1.2667
C 3.0141 1.6531 -1.8365
N 3.1196 2.4520 -2.9069
S 4.3932 0.9070 -1.0814
H 5.2511 -2.1515 1.7360
H 5.8176 -1.0354 0.5079
H 4.6948 -2.3261 0.0740
H 4.0518 -0.0123 1.9950
H 2.9140 -1.2601 1.5390
H 2.2896 2.8977 -3.2603
H 4.0041 2.6936 -3.3156
C -1.1368 -3.7550 -1.5083
C -1.6136 -2.4011 -2.0198
As -1.8806 -0.9438 -0.7370
C -2.8801 -1.9490 0.6259
C -2.2012 -2.1566 1.9737
C -3.0246 0.1592 -1.8731
C -4.4783 -0.3022 -1.8864
H -1.0052 -4.4283 -2.3560
H -1.8689 -4.2192 -0.8500
H -0.1946 -3.7315 -0.9632
H -2.6281 -2.5015 -2.4167
H -1.0044 -2.0141 -2.8318
H -3.0757 -2.8991 0.1316
H -3.8453 -1.4730 0.7505
H -1.3772 -2.8652 1.9157
H -2.9328 -2.5486 2.6794
H -1.8189 -1.2248 2.3908
H -2.5870 0.0246 -2.8646
H -2.9001 1.2022 -1.5978
H -4.5768 -1.3704 -2.0844
H -4.9956 0.2221 -2.6899
H -5.0126 -0.0780 -0.9648
```

Output
Lowest unoccupied orbital energy: -6.929 eV
E: -4347.734296 hartree
Charge: +2
Gap between HOMO and LUMO: 7.0 eV
Maximum force: 0.97 eV/A
HOMO level: -13.90 eV



A molecular structure, C21H31Br2CsN5O7P2 in a non-equilibrium geometry, computed with the ωB97M-V functional and the def2-TZVPD basis.

Geometry as XYZ:
```
69
C21H31Br2CsN5O7P2, DFT the ωB97M-V functional and the def2-TZVPD basis
Cs 1.3101 -0.4650 -0.6247
C -3.5335 1.5704 0.1528
N -2.8128 1.7994 1.3988
C -3.5909 2.3921 2.4685
P -1.4696 0.8354 1.6014
O -0.5704 0.8945 0.4543
O -0.8528 1.5235 2.9564
P 0.8070 1.4718 3.1011
O 1.3346 0.1103 3.0543
N 0.9707 2.1488 4.6271
C 0.5319 1.3104 5.7326
C 0.7983 3.5664 4.8667
N 1.3851 2.5814 2.0467
C 0.5717 3.6724 1.5343
C 2.5216 2.2306 1.1909
N -1.9667 -0.6976 1.9865
C -1.1551 -1.8241 1.5141
C -2.6307 -0.9204 3.2556
H -4.3541 0.8532 0.2793
H -2.8445 1.1930 -0.6034
H -3.9583 2.5131 -0.2007
H -4.4641 1.7813 2.7322
H -3.9553 3.3709 2.1436
H -2.9619 2.5249 3.3452
H 0.7023 0.2659 5.4794
H -0.5319 1.4577 5.9641
H 1.1142 1.5478 6.6261
H 1.2512 4.1375 4.0606
H 1.3012 3.8249 5.8014
H -0.2601 3.8500 4.9642
H -0.2792 3.8522 2.1871
H 0.1897 3.4389 0.5359
H 1.1806 4.5781 1.4686
H 3.0193 1.3231 1.5221
H 3.2380 3.0553 1.1858
H 2.1884 2.0689 0.1641
H -0.9010 -1.7379 0.4582
H -1.7674 -2.7228 1.6154
H -0.2368 -1.9446 2.0984
H -3.2265 -0.0471 3.5169
H -1.9223 -1.1138 4.0704
H -3.2892 -1.7869 3.1659
Br 2.0177 -2.2959 -5.4041
C 3.3570 -2.7132 -4.1169
C 4.2553 -3.7284 -4.3875
C 5.1933 -4.0197 -3.4002
C 5.1665 -3.3046 -2.2207
C 4.2293 -2.2863 -2.0688
N 3.3423 -1.9876 -3.0184
C 4.1506 -1.4719 -0.7633
O 4.2928 -2.1542 0.2656
O 3.9305 -0.2504 -0.8879
H 4.1984 -4.2522 -5.3303
H 5.9182 -4.8078 -3.5627
H 5.8388 -3.5223 -1.4031
Br -3.4983 -2.3592 -8.1348
C -2.6923 -1.9593 -6.4427
C -2.4902 -0.6287 -6.1141
C -1.9053 -0.3371 -4.8907
C -1.5350 -1.3584 -4.0195
C -1.7492 -2.6782 -4.3776
C -2.3326 -2.9919 -5.5998
C -0.8789 -0.9971 -2.6821
O -0.6762 0.2145 -2.4600
O -0.5896 -1.9607 -1.9324
H -2.7768 0.1614 -6.7942
H -1.7052 0.6754 -4.5665
H -1.4405 -3.4522 -3.6872
H -2.5012 -4.0175 -5.8987
```

Output
Lowest unoccupied orbital energy: 1.958 eV
E: -7470.486294 hartree
Charge: -1
Gap between HOMO and LUMO: 7.5 eV
Maximum force: 1.59 eV/A
HOMO level: -5.53 eV